(1)
Density functional theory data (the ωB97M-V functional and the def2-TZVPD basis) for 2 unconnected molecules or ions with the total composition C10H16 in a non-equilibrium geometry.

* multiplicity: 2
* ΔE to the lowest compared entry with this formula, charge and spin: 6.52 kcal per mole
* charge: +1
* orbital gap (spin up / spin down): 0.3376 / 0.1979 Ha
* LUMO level (spin up / spin down): -4.405 / -8.207 eV
* <S²>: 0.768

```
26
Properties=species:S:1:pos:R:3:forces:R:3
C -0.0576 2.7375 -2.9272 -0.873 1.165 0.369
C 0.6333 -0.9544 1.3794 0.157 0.461 0.715
C -0.4235 -1.8708 1.2215 -0.398 -0.634 0.105
C -0.5406 2.0221 -1.6651 -0.658 -0.702 -1.075
C 1.0438 -0.6659 2.6505 0.189 -0.058 -0.197
C -0.4564 -2.4014 3.6102 0.812 0.403 0.137
C 0.5756 -1.4454 3.7479 -0.223 0.674 0.293
C -1.0600 -2.1007 -0.0850 -0.523 -0.453 0.152
C -0.9601 -2.5933 2.3681 0.212 -0.038 -0.547
C 1.4067 2.4869 -3.1991 0.030 -0.200 -0.021
H 2.0568 3.1027 -2.5809 0.033 -0.042 0.151
H -1.5496 -1.1801 -0.4171 0.186 0.112 -0.194
H 1.0530 -0.4104 0.5480 -0.155 0.000 -0.241
H 1.6387 2.7089 -4.2334 0.183 -0.015 -0.192
H -0.3583 -2.4376 -0.8454 0.269 0.297 -0.125
H -0.2743 3.8051 -2.8051 0.396 0.086 0.125
H -0.6709 2.5397 -3.8032 -0.043 -0.738 -0.019
H -1.6191 1.9452 -1.5508 -0.331 0.765 -0.102
H -0.3337 0.9625 -1.8531 0.759 -0.098 0.771
H -0.7282 -2.9163 4.5148 -0.464 -0.338 -0.128
H 0.9684 -1.2261 4.7417 0.000 -0.167 -0.264
H -0.1415 2.4866 -0.7695 0.358 -0.446 0.182
H 1.7241 0.1610 2.8270 0.100 -0.260 0.046
H -1.7254 -3.3186 2.1373 -0.159 -0.034 0.235
H 1.6299 1.4299 -3.0038 0.151 0.178 -0.153
H -1.8312 -2.8670 -0.0075 -0.004 0.080 -0.021
```
Forces are in eV/Å.

***

(2)
Density functional theory data (the ωB97M-V functional and the def2-TZVPD basis) for 2 unconnected molecules or ions with the total composition ClNO in a non-equilibrium geometry.

* ΔE to the lowest compared entry with this formula, charge and spin: 15.96 kcal per mole
* charge: 0
* orbital gap (spin up / spin down): 0.3374 / 0.2521 Ha
* LUMO level (spin up / spin down): -1.599 / -2.956 eV

```
3
Properties=species:S:1:pos:R:3:forces:R:3
Cl -0.6299 0.6530 1.7704 0.376 -0.459 -0.958
O 0.3258 -0.0310 -1.3626 -0.113 -0.696 1.501
N 0.3041 -0.6220 -0.4079 -0.264 1.155 -0.543
```
Forces are in eV/Å.

***

(3)
Density functional theory data (the ωB97M-V functional and the def2-TZVPD basis) for a molecular structure, C23H43Cl2IN3O4ScSi in a non-equilibrium geometry.

* ΔE to the lowest compared entry with this formula, charge and spin: 0.00 kcal per mole
* charge: 0
* orbital gap: 0.2948 Ha
* LUMO level: 0.300 eV

```
78
Properties=species:S:1:pos:R:3:forces:R:3
I -2.9560 0.5072 0.3081 0.344 -0.022 0.180
Sc -0.0117 0.3954 -0.1719 -0.513 -1.115 -1.004
Cl 0.0953 2.1985 -1.6704 -0.016 0.677 -0.050
Cl -0.5490 4.0974 -4.2071 -0.148 0.578 -0.211
Si -0.3935 5.6876 -2.8534 -0.075 0.331 -0.592
O 2.0856 0.1171 -0.4288 0.468 -1.057 -0.238
O -0.2979 -0.9262 -1.6254 0.691 0.626 1.205
O 0.2687 -1.2689 1.2659 -0.909 -0.841 0.493
O 0.3644 1.7017 1.4490 -0.920 1.433 0.703
N -0.0943 3.4069 2.8625 0.139 0.212 0.056
N 2.6831 -1.0110 -2.3227 -0.052 -0.339 0.634
N -0.1576 -3.2148 2.3570 0.148 0.009 -0.111
C -0.6218 -2.8482 -4.2671 -0.450 0.264 0.247
C 2.5004 -0.9220 -1.0021 -0.149 0.777 -0.765
C 1.2254 -3.3548 2.8003 -0.188 -0.060 -0.049
C -1.5668 -0.4992 -4.2201 -0.055 0.202 0.004
C 0.2175 -5.0977 -0.7753 0.044 0.261 0.098
C 2.1985 0.0006 -3.2601 -0.013 0.141 -0.080
C -1.5694 5.2823 -1.4513 0.140 -0.113 0.385
C 3.1767 -2.2431 -2.9259 -0.144 -0.246 0.094
C -2.1953 -5.1955 -0.6769 0.014 -0.003 0.063
C -2.2602 -3.8933 -1.1705 0.046 -0.234 0.063
C -1.2347 -1.8095 -2.0971 -0.214 -0.158 0.036
C -0.9234 7.3571 -3.5860 -0.051 -0.429 0.007
C -1.1277 -1.7909 -3.6100 0.334 -1.161 -0.158
C -0.5308 -2.1789 1.6085 0.429 0.564 -0.292
C -1.0920 -3.1953 -1.4730 -0.430 0.395 -0.217
C -0.9532 -5.8102 -0.5019 0.016 0.013 0.172
C 1.0547 3.0906 3.7102 -0.167 0.087 -0.055
C -0.8885 4.5785 3.2155 -0.010 -0.053 -0.221
C 1.4468 5.9439 -2.5974 0.086 -0.172 0.347
C -1.0494 -4.3208 2.6815 -0.133 0.074 0.077
C -0.3893 -2.9447 -5.7359 0.062 -0.105 -0.425
C -0.3359 2.7077 1.7652 0.584 -1.090 -0.205
C 0.1476 -3.7744 -1.2241 -0.065 -0.197 0.097
H -1.9480 7.3445 -3.9749 0.167 0.078 0.100
H -0.2410 7.6862 -4.3836 -0.217 -0.109 0.241
H 2.0003 5.0035 -2.5040 -0.130 0.138 0.088
H 0.6409 -3.2771 -5.9274 -0.169 0.075 -0.085
H -0.5431 -1.9854 -6.2413 0.053 -0.293 -0.006
H 1.8506 6.4933 -3.4623 -0.205 -0.178 0.233
H -2.6576 -0.3965 -4.1149 0.226 -0.005 -0.053
H 0.7134 2.9999 4.7462 0.088 -0.064 -0.133
H -2.2357 -1.4400 -1.8298 -0.127 -0.130 -0.030
H -1.7531 4.6376 2.5449 0.182 0.018 0.210
H -3.1144 -5.7250 -0.4132 0.299 0.117 -0.118
H -1.1996 3.0269 1.1556 0.321 -0.138 0.199
H 1.4997 2.1555 3.3622 -0.087 0.248 0.135
H -0.2935 5.4943 3.1174 -0.064 -0.160 -0.013
H -3.2207 -3.3892 -1.3112 0.269 -0.233 0.004
H -1.1371 -4.4200 3.7738 -0.052 0.093 -0.272
H -2.6061 5.3454 -1.8077 0.234 0.045 -0.056
H -1.1202 0.3500 -3.6840 -0.070 -0.164 -0.115
H 1.6246 6.5533 -1.6998 0.051 -0.109 -0.163
H -1.5963 -2.1509 1.3067 0.433 -0.013 0.131
H 1.2551 -0.3352 -3.7159 0.235 0.044 0.266
H 1.0378 -3.1570 -1.3736 -0.264 -0.373 -0.076
H 2.7433 -1.8361 -0.4287 0.099 0.340 -0.164
H 1.2339 -3.5236 3.8789 0.048 0.091 -0.008
H 1.7798 -2.4506 2.5493 -0.087 -0.156 0.053
H -0.4018 -3.7704 -3.7184 -0.033 0.399 -0.061
H -1.0536 -3.6983 -6.1966 0.218 0.294 0.126
H -0.8977 -6.8215 -0.0850 -0.003 0.328 -0.293
H -1.3118 -0.4378 -5.2790 -0.086 0.120 0.108
H -1.2304 4.5000 4.2518 -0.012 -0.053 -0.161
H 3.7006 -2.8387 -2.1629 -0.152 0.152 -0.337
H 2.0226 0.9440 -2.7376 0.049 -0.254 -0.150
H -0.8642 8.0764 -2.7532 -0.062 -0.069 -0.267
H 1.1940 -5.5612 -0.6251 -0.251 0.053 0.024
H -1.4645 5.9963 -0.6195 0.005 -0.109 -0.190
H 3.8703 -1.9847 -3.7378 -0.122 -0.128 0.299
H -1.4227 4.2622 -1.0664 0.041 0.335 -0.188
H 1.7867 3.9054 3.6536 -0.085 -0.175 -0.012
H 2.3455 -2.8387 -3.3487 0.288 0.296 0.150
H 1.6802 -4.2293 2.3232 -0.018 0.127 -0.046
H -2.0393 -4.1441 2.2394 0.341 -0.072 0.147
H -0.6398 -5.2614 2.2883 -0.134 0.286 -0.011
H 2.9452 0.1213 -4.0535 -0.059 0.059 0.207
```
Forces are in eV/Å.

***

(4)
Density functional theory data (the ωB97M-V functional and the def2-TZVPD basis) for a single C6H5N molecule.

* ΔE to the lowest compared entry with this formula, charge and spin: 85.94 kcal per mole
* charge: 0
* orbital gap: 0.3832 Ha
* SMILES: C#C[C@@H]1N[C@@H]1C#C
* LUMO level: 1.052 eV

```
12
Properties=species:S:1:pos:R:3:forces:R:3
N -0.4643 -0.2706 1.6295 -0.005 -0.216 0.051
C -1.9094 -0.0351 -1.6893 0.309 0.137 0.453
C -1.3839 0.2981 -0.6562 -0.109 -0.112 -0.353
C -0.8039 0.7201 0.6105 -0.083 0.162 -0.107
C 2.3502 -0.7438 -0.6814 -0.530 -0.131 -0.019
C 1.4746 -0.2805 -0.0008 0.457 -0.233 -0.327
C 0.6326 0.4045 0.9419 0.200 0.038 -0.127
H -2.3521 -0.3320 -2.6184 0.111 0.081 0.283
H -1.2550 1.6238 1.0156 0.220 -0.084 -0.055
H -0.5999 -1.2098 1.2595 0.109 0.130 0.020
H 1.2857 1.0519 1.5334 -0.796 0.178 0.164
H 3.0253 -1.2265 -1.3443 0.117 0.050 0.017
```
Forces are in eV/Å.

***

(5)
Density functional theory data (the ωB97M-V functional and the def2-TZVPD basis) for a single C16H18N2O molecule.

* ΔE to the lowest compared entry with this formula, charge and spin: 12.70 kcal per mole
* charge: 0
* orbital gap: 0.3670 Ha
* SMILES: CCC[C@@H](C(=O)Nc1ccncc1)c1ccccc1
* LUMO level: 0.723 eV

```
37
Properties=species:S:1:pos:R:3:forces:R:3
O 0.6302 -1.8129 1.9810 0.206 -0.189 0.044
N -3.6893 1.9911 -0.6407 -0.358 0.364 -0.293
N -1.1639 -0.6221 1.4216 -0.380 -0.190 0.558
C -1.9795 0.2609 0.7198 -0.282 0.374 -0.372
C 2.8121 2.1397 -1.1277 0.025 0.066 -0.079
C 3.7376 2.1486 -0.0984 0.077 0.070 0.005
C 1.7360 0.2150 -0.1589 -0.093 0.105 -0.017
C 3.6669 1.1875 0.8957 0.063 0.035 -0.001
C -0.8044 -2.9163 -2.0481 0.110 -0.114 0.181
C 0.0817 -1.1259 1.1474 -0.173 0.115 -0.193
C 0.6639 -0.8493 -0.2260 0.360 -0.245 -0.126
C 2.6747 0.2236 0.8648 -0.002 -0.016 0.046
C 0.2425 -3.2575 -0.9929 0.080 0.116 -0.139
C -4.1606 0.9526 0.0286 -0.014 -0.201 0.196
C 1.8174 1.1782 -1.1576 0.028 -0.059 0.016
C -2.3836 2.1932 -0.6197 0.265 -0.055 0.028
C -1.4839 1.3756 0.0443 -0.121 -0.150 0.114
C -3.3614 0.0634 0.7241 0.220 0.055 -0.023
C 1.2752 -2.1514 -0.7748 -0.266 -0.198 0.132
H -3.7931 -0.7714 1.2553 -0.056 -0.107 0.016
H 4.5123 2.9005 -0.0731 0.059 0.062 0.004
H -1.4276 -3.7843 -2.2510 -0.108 -0.021 -0.070
H 2.6225 -0.5243 1.6414 -0.012 -0.073 0.074
H 2.0254 -2.5019 -0.0642 0.064 0.086 -0.043
H -1.4564 -2.1093 -1.7202 -0.104 0.100 -0.026
H 0.7758 -4.1579 -1.3059 -0.023 -0.043 0.091
H -0.4334 1.6148 0.0614 0.075 0.041 -0.002
H 2.8631 2.8827 -1.9101 0.009 0.062 -0.059
H -2.0368 3.0655 -1.1576 0.129 0.058 -0.022
H 1.0998 1.1740 -1.9671 -0.100 -0.009 -0.061
H -0.1266 -0.5178 -0.9026 0.081 0.019 0.079
H 4.3887 1.1868 1.6991 0.056 0.000 0.068
H -0.2507 -3.4831 -0.0453 0.041 -0.107 0.042
H 1.7765 -1.9256 -1.7188 0.036 0.052 0.008
H -0.3245 -2.6163 -2.9775 -0.001 0.055 -0.143
H -1.5764 -1.0233 2.2569 0.191 0.041 -0.092
H -5.2347 0.8263 0.0012 -0.082 -0.098 0.059
```
Forces are in eV/Å.

***

What did the first record say?
Density functional theory data (the ωB97M-V functional and the def2-TZVPD basis) for 2 unconnected molecules or ions with the total composition C10H16 in a non-equilibrium geometry.

* multiplicity: 2
* ΔE to the lowest compared entry with this formula, charge and spin: 6.52 kcal per mole
* charge: +1
* orbital gap (spin up / spin down): 0.3376 / 0.1979 Ha
* LUMO level (spin up / spin down): -4.405 / -8.207 eV
* <S²>: 0.768

```
26
Properties=species:S:1:pos:R:3:forces:R:3
C -0.0576 2.7375 -2.9272 -0.873 1.165 0.369
C 0.6333 -0.9544 1.3794 0.157 0.461 0.715
C -0.4235 -1.8708 1.2215 -0.398 -0.634 0.105
C -0.5406 2.0221 -1.6651 -0.658 -0.702 -1.075
C 1.0438 -0.6659 2.6505 0.189 -0.058 -0.197
C -0.4564 -2.4014 3.6102 0.812 0.403 0.137
C 0.5756 -1.4454 3.7479 -0.223 0.674 0.293
C -1.0600 -2.1007 -0.0850 -0.523 -0.453 0.152
C -0.9601 -2.5933 2.3681 0.212 -0.038 -0.547
C 1.4067 2.4869 -3.1991 0.030 -0.200 -0.021
H 2.0568 3.1027 -2.5809 0.033 -0.042 0.151
H -1.5496 -1.1801 -0.4171 0.186 0.112 -0.194
H 1.0530 -0.4104 0.5480 -0.155 0.000 -0.241
H 1.6387 2.7089 -4.2334 0.183 -0.015 -0.192
H -0.3583 -2.4376 -0.8454 0.269 0.297 -0.125
H -0.2743 3.8051 -2.8051 0.396 0.086 0.125
H -0.6709 2.5397 -3.8032 -0.043 -0.738 -0.019
H -1.6191 1.9452 -1.5508 -0.331 0.765 -0.102
H -0.3337 0.9625 -1.8531 0.759 -0.098 0.771
H -0.7282 -2.9163 4.5148 -0.464 -0.338 -0.128
H 0.9684 -1.2261 4.7417 0.000 -0.167 -0.264
H -0.1415 2.4866 -0.7695 0.358 -0.446 0.182
H 1.7241 0.1610 2.8270 0.100 -0.260 0.046
H -1.7254 -3.3186 2.1373 -0.159 -0.034 0.235
H 1.6299 1.4299 -3.0038 0.151 0.178 -0.153
H -1.8312 -2.8670 -0.0075 -0.004 0.080 -0.021
```
Forces are in eV/Å.

***

Question: Which of these has the lowest ΔE to the lowest compared entry with this formula, charge and spin?
Answer: C23H43Cl2IN3O4ScSi

***

Question: Which of these has the lowest ΔE to the lowest compared entry with this formula, charge and spin?
Answer: C23H43Cl2IN3O4ScSi